a:
C5H14 | the ωB97M-V functional and the def2-TZVPD basis

Structure (XYZ):
```
19
Properties=species:S:1:pos:R:3:lowdin_charge:R:1
C -1.051 2.989 -0.137 -0.1557
C -0.934 1.635 -0.847 -0.1529
H -2.092 3.287 -0.005 0.0550
H -0.587 3.038 0.843 0.0594
H -0.760 3.767 -0.850 0.0626
H -0.243 1.625 -1.650 0.0486
H -1.853 1.489 -1.395 0.0640
H -0.665 0.842 -0.172 0.0134
C 0.765 -2.175 0.655 -0.3184
C 0.858 -2.178 -0.860 -0.1279
C 0.605 -0.807 1.373 -0.1137
H -0.064 -2.803 0.991 0.0989
H 1.650 -2.620 1.073 0.0857
H 1.405 -1.309 -1.234 0.0680
H -0.349 -0.349 1.175 0.0425
H 0.776 -1.160 2.387 0.0646
H 1.481 -0.174 1.232 0.0747
H 1.174 -3.136 -1.263 0.0643
H -0.116 -1.958 -1.317 0.0670
```

LUMO, eV: 1.16
Frontier orbital gap, eV: 12.43
Net charge: 0
Molar mass, g mol⁻¹: 74.17

***

b:
C5H14 | the ωB97M-V functional and the def2-TZVPD basis

Structure (XYZ):
```
19
Properties=species:S:1:pos:R:3:lowdin_charge:R:1
C -0.623 1.186 -0.885 -0.3265
C -1.789 2.077 -1.280 -0.1593
C 0.324 1.876 0.156 -0.1354
H -0.989 0.251 -0.456 0.0923
H -0.106 1.172 -1.832 0.0893
H -2.359 1.562 -2.047 0.0586
H 0.238 2.996 0.111 0.0707
H 0.124 1.503 1.235 0.0878
H -1.504 3.050 -1.745 0.0801
H -2.482 2.334 -0.462 0.0724
H 1.355 1.555 -0.157 0.0654
C 1.308 -1.952 0.584 -0.1926
C 0.680 -3.103 1.378 -0.1607
H 1.664 -2.147 -0.429 0.0682
H 0.858 -0.971 0.559 0.0134
H 2.140 -1.498 1.171 0.0725
H 1.545 -3.834 1.310 0.0800
H -0.036 -3.715 0.787 0.0609
H 0.263 -2.752 2.319 0.0629
```

LUMO, eV: 1.07
Frontier orbital gap, eV: 11.95
Net charge: 0
Molar mass, g mol⁻¹: 74.17

***

c:
C5H14 | the ωB97M-V functional and the def2-TZVPD basis

Structure (XYZ):
```
19
Properties=species:S:1:pos:R:3:lowdin_charge:R:1
C 1.652 -1.102 1.865 -0.1675
C 0.584 -2.063 1.359 -0.1774
H 2.417 -1.662 2.406 0.0608
H 2.118 -0.632 1.005 0.0544
H 1.248 -0.346 2.524 0.0582
H 0.820 -2.392 0.343 0.0614
H -0.360 -1.524 1.229 0.0499
H 0.399 -2.947 1.961 0.0586
C -0.433 0.783 -0.862 -0.3225
C -0.190 1.241 -2.306 -0.1118
C -1.665 1.388 -0.215 -0.1240
H -0.457 -0.291 -0.835 0.0733
H 0.448 1.005 -0.248 0.0909
H 0.837 1.489 -2.564 0.0649
H -1.692 1.353 0.869 0.0601
H -1.840 2.425 -0.499 0.0679
H -0.868 2.058 -2.551 0.0612
H -0.483 0.449 -3.005 0.0667
H -2.534 0.768 -0.476 0.0751
```

LUMO, eV: 1.12
Frontier orbital gap, eV: 12.22
Net charge: 0
Molar mass, g mol⁻¹: 74.17

***

d:
C5H14 | the ωB97M-V functional and the def2-TZVPD basis

Structure (XYZ):
```
19
Properties=species:S:1:pos:R:3:lowdin_charge:R:1
C 0.366 2.342 2.018 -0.1968
C 1.201 2.549 0.770 -0.1750
H -0.284 3.124 2.371 0.0516
H -0.421 1.647 1.774 0.0395
H 0.863 1.813 2.866 0.0779
H 0.922 1.710 0.086 0.0336
H 2.337 2.480 0.980 0.0913
H 0.853 3.454 0.194 0.0774
C -0.826 -1.546 -0.481 -0.3150
C -0.090 -0.767 -1.566 -0.1362
C -0.769 -2.999 -0.935 -0.1179
H -1.828 -1.201 -0.166 0.1079
H -0.121 -1.366 0.388 0.1084
H -0.086 0.289 -1.249 0.0472
H 0.875 -0.920 -1.888 0.0494
H -1.172 -3.076 -1.808 -0.0002
H -1.284 -3.701 -0.235 0.0855
H -0.828 -0.631 -2.381 0.0832
H 0.295 -3.202 -0.738 0.0884
```

LUMO, eV: 1.10
Frontier orbital gap, eV: 12.18
Net charge: 0
Molar mass, g mol⁻¹: 74.17

***

Tell me which of them is the least stable. Sure, it is d.

***

a:
C5H14 | the ωB97M-V functional and the def2-TZVPD basis

Structure (XYZ):
```
19
Properties=species:S:1:pos:R:3:lowdin_charge:R:1
C 0.510 -0.720 3.352 -0.1719
C -0.813 -0.815 2.614 -0.1801
H 0.480 0.005 4.165 0.0619
H 0.787 -1.671 3.798 0.0590
H 1.317 -0.438 2.687 0.0549
H -1.234 0.161 2.345 0.0606
H -1.606 -1.306 3.176 0.0584
H -0.719 -1.349 1.665 0.0568
C 0.452 0.142 -2.371 -0.3177
C 0.960 1.400 -1.654 -0.1265
C -1.066 -0.030 -2.217 -0.1249
H 0.718 0.208 -3.424 0.0925
H 0.941 -0.743 -1.963 0.0913
H 1.941 1.730 -1.994 0.0642
H 0.957 1.212 -0.574 0.0647
H -1.302 -1.091 -2.239 0.0611
H -1.415 0.348 -1.260 0.0621
H 0.231 2.197 -1.822 0.0681
H -1.624 0.437 -3.021 0.0657
```

LUMO, eV: 1.06
Frontier orbital gap, eV: 12.53
Net charge: 0
Molar mass, g mol⁻¹: 74.17

***

b:
C5H14 | the ωB97M-V functional and the def2-TZVPD basis

Structure (XYZ):
```
19
Properties=species:S:1:pos:R:3:lowdin_charge:R:1
C 2.221 -0.009 1.042 -0.3318
C 2.598 0.039 -0.419 -0.1312
C 1.111 -1.026 1.331 -0.1255
H 3.110 -0.265 1.632 0.0983
H 1.883 0.941 1.471 0.0974
H 3.539 0.538 -0.576 0.0600
H 1.870 0.554 -1.052 0.0679
H 0.339 -0.972 0.564 0.0607
H 1.532 -2.032 1.227 0.0693
H 2.663 -0.963 -0.834 0.0704
H 0.767 -0.918 2.356 0.0656
C -2.437 0.896 -1.444 -0.1621
C -3.238 0.073 -0.434 -0.1783
H -2.489 0.505 -2.444 0.0550
H -2.833 1.913 -1.395 0.0649
H -1.390 0.959 -1.156 0.0458
H -4.183 -0.157 -0.930 0.0581
H -3.418 0.574 0.521 0.0617
H -2.865 -0.896 -0.097 0.0538
```

LUMO, eV: 1.10
Frontier orbital gap, eV: 12.38
Net charge: 0
Molar mass, g mol⁻¹: 74.17

***

Tell me which of them is the least stable. Sure, it is b.

***

a:
C5H14 | the ωB97M-V functional and the def2-TZVPD basis

Structure (XYZ):
```
19
Properties=species:S:1:pos:R:3:lowdin_charge:R:1
C 1.753 1.967 0.261 -0.1664
C 0.338 2.507 -0.005 -0.1658
H 2.269 2.640 0.936 0.0507
H 1.839 1.012 0.780 0.0539
H 2.393 1.972 -0.610 0.0573
H 0.083 2.479 -1.061 0.0544
H 0.340 3.554 0.299 0.0583
H -0.417 1.992 0.586 0.0551
C -0.274 -1.862 0.078 -0.3211
C -1.565 -1.757 0.856 -0.1266
C -0.297 -1.058 -1.205 -0.1259
H 0.602 -1.567 0.667 0.0943
H -0.088 -2.906 -0.156 0.0976
H -1.841 -0.735 1.126 0.0699
H -1.644 -2.365 1.755 0.0682
H -0.342 0.028 -1.183 0.0483
H 0.585 -1.325 -1.804 0.0726
H -2.363 -2.079 0.234 0.0542
H -1.092 -1.394 -1.876 0.0712
```

LUMO, eV: 1.17
Frontier orbital gap, eV: 12.51
Net charge: 0
Molar mass, g mol⁻¹: 74.17

***

b:
C5H14 | the ωB97M-V functional and the def2-TZVPD basis

Structure (XYZ):
```
19
Properties=species:S:1:pos:R:3:lowdin_charge:R:1
C 2.125 -1.085 -1.704 -0.1516
C 2.081 0.145 -0.761 -0.1739
H 2.256 -1.956 -1.071 0.0583
H 1.176 -1.098 -2.229 0.0535
H 2.942 -0.985 -2.406 0.0561
H 1.490 0.056 0.158 0.0436
H 1.749 0.992 -1.355 0.0584
H 3.016 0.341 -0.217 0.0607
C -1.791 0.549 0.346 -0.3072
C -1.338 -0.900 0.612 -0.1470
C -1.503 1.430 1.566 -0.1163
H -1.276 0.888 -0.560 0.0871
H -2.805 0.468 -0.044 0.0935
H -1.097 -1.386 -0.331 0.0586
H -2.110 -1.481 1.142 0.0687
H -0.580 1.974 1.392 0.0641
H -2.212 2.272 1.630 0.0665
H -0.546 -1.108 1.337 0.0620
H -1.577 0.885 2.494 0.0648
```

LUMO, eV: 1.13
Frontier orbital gap, eV: 12.20
Net charge: 0
Molar mass, g mol⁻¹: 74.17

***

c:
C5H14 | the ωB97M-V functional and the def2-TZVPD basis

Structure (XYZ):
```
19
Properties=species:S:1:pos:R:3:lowdin_charge:R:1
C 0.825 -2.325 -2.292 -0.1713
C 1.392 -0.923 -2.083 -0.1895
H 1.422 -2.977 -2.910 0.0554
H 0.802 -2.931 -1.336 0.0785
H -0.183 -2.272 -2.610 0.0400
H 1.234 -0.228 -1.226 0.0427
H 2.499 -0.867 -2.074 0.0546
H 1.142 -0.232 -2.986 0.0877
C -1.085 1.088 2.028 -0.2985
C 0.529 1.228 1.880 -0.1236
C -1.845 1.081 0.680 -0.1254
H -1.148 0.078 2.626 0.1230
H -1.436 1.878 2.608 0.0482
H 0.764 1.645 0.820 0.0813
H -2.561 0.141 0.693 0.0976
H -2.289 1.937 0.318 0.0267
H 0.986 0.330 2.221 0.0300
H 0.938 2.055 2.571 0.0725
H -1.073 0.544 0.008 0.0703
```

LUMO, eV: 1.07
Frontier orbital gap, eV: 11.78
Net charge: 0
Molar mass, g mol⁻¹: 74.17

***

d:
C5H14 | the ωB97M-V functional and the def2-TZVPD basis

Structure (XYZ):
```
19
Properties=species:S:1:pos:R:3:lowdin_charge:R:1
C -0.276 -1.572 -0.414 -0.3169
C -1.808 -1.652 -0.312 -0.1248
C 0.241 -1.906 -1.783 -0.1379
H -0.066 -0.521 -0.232 0.0703
H 0.226 -2.055 0.424 0.0999
H -2.404 -2.126 -1.087 0.0645
H -0.249 -1.273 -2.529 0.0713
H 1.302 -1.828 -2.024 0.0682
H -2.352 -0.719 -0.110 0.0636
H -2.099 -2.125 0.640 0.0655
H -0.176 -2.870 -2.120 0.0738
C 1.712 2.522 0.915 -0.1420
C 0.248 2.298 1.471 -0.1585
H 1.723 3.420 0.297 0.0567
H 2.330 2.466 1.795 0.0522
H 1.933 1.705 0.228 0.0471
H 0.046 1.211 1.376 0.0371
H -0.555 2.752 0.904 0.0562
H 0.223 2.272 2.559 0.0537
```

LUMO, eV: 1.07
Frontier orbital gap, eV: 11.93
Net charge: 0
Molar mass, g mol⁻¹: 74.17

***

Tell me which of them is the least stable. Sure, it is c.

***

a:
C5H14 | the ωB97M-V functional and the def2-TZVPD basis

Structure (XYZ):
```
19
Properties=species:S:1:pos:R:3:lowdin_charge:R:1
C -1.986 -0.414 1.907 -0.1597
C -0.813 0.459 2.353 -0.1635
H -2.852 0.218 1.714 0.0612
H -1.730 -1.031 1.043 0.0522
H -2.259 -1.119 2.700 0.0612
H -1.126 1.310 2.964 0.0640
H -0.283 0.879 1.502 0.0269
H -0.082 -0.074 2.958 0.0619
C 0.676 0.188 -1.904 -0.3011
C 0.875 -1.319 -1.697 -0.1192
C 1.353 1.094 -0.860 -0.1144
H 1.085 0.432 -2.890 0.0898
H -0.383 0.426 -2.009 0.0929
H 0.011 -1.766 -1.205 0.0577
H 2.070 1.764 -1.313 0.0627
H 1.687 -1.526 -1.001 0.0614
H 1.075 -1.845 -2.624 0.0616
H 0.648 1.641 -0.241 0.0443
H 1.867 0.472 -0.131 0.0601
```

LUMO, eV: 1.16
Frontier orbital gap, eV: 12.43
Net charge: 0
Molar mass, g mol⁻¹: 74.17

***

b:
C5H14 | the ωB97M-V functional and the def2-TZVPD basis

Structure (XYZ):
```
19
Properties=species:S:1:pos:R:3:lowdin_charge:R:1
C -0.139 -2.184 -2.343 -0.1553
C 0.986 -1.060 -2.715 -0.1654
H 0.409 -3.233 -2.243 0.0938
H -0.537 -1.822 -1.421 0.0155
H -0.917 -2.193 -3.134 0.0532
H 1.567 -1.293 -3.626 0.0520
H 1.599 -0.837 -1.852 0.0325
H 0.368 -0.111 -2.889 0.0703
C 0.079 0.675 1.540 -0.3201
C -1.101 0.568 2.649 -0.1160
C 0.167 2.082 0.965 -0.1488
H 1.022 0.647 2.086 0.0714
H 0.105 -0.343 0.987 0.1120
H -1.902 1.298 2.585 0.0479
H 0.876 2.037 0.050 0.0938
H -0.821 0.774 3.745 0.0816
H -1.426 -0.450 2.636 0.0353
H -0.830 2.277 0.665 0.0360
H 0.538 2.761 1.834 0.1102
```

LUMO, eV: 1.04
Frontier orbital gap, eV: 11.95
Net charge: 0
Molar mass, g mol⁻¹: 74.17

***

Tell me which of them is the least stable. Sure, it is b.

***

a:
C5H14 | the ωB97M-V functional and the def2-TZVPD basis

Structure (XYZ):
```
19
Properties=species:S:1:pos:R:3:lowdin_charge:R:1
C -2.860 0.478 -1.038 -0.2110
C -2.246 0.737 0.300 -0.1966
H -3.881 0.097 -1.017 0.0551
H -2.862 1.414 -1.745 0.1053
H -2.497 -0.365 -1.554 0.0329
H -1.097 0.852 0.171 0.0422
H -2.796 1.609 0.904 0.1090
H -2.384 -0.132 0.958 0.0594
C 2.500 -0.302 -0.097 -0.3254
C 2.385 -0.697 1.347 -0.1683
C 1.066 -0.361 -0.614 -0.1621
H 2.712 0.717 -0.020 0.0792
H 3.238 -0.789 -0.669 0.0852
H 1.763 -1.618 1.658 0.0927
H 0.281 0.098 0.159 0.0527
H 0.720 0.331 -1.433 0.0664
H 0.471 -1.330 -0.959 0.1099
H 3.499 -0.923 1.804 0.1159
H 1.989 0.183 1.847 0.0574
```

LUMO, eV: 1.11
Frontier orbital gap, eV: 11.97
Net charge: 0
Molar mass, g mol⁻¹: 74.17

***

b:
C5H14 | the ωB97M-V functional and the def2-TZVPD basis

Structure (XYZ):
```
19
Properties=species:S:1:pos:R:3:lowdin_charge:R:1
C -1.910 0.422 0.142 -0.3310
C -2.459 -0.665 -0.796 -0.1170
C -1.501 -0.101 1.503 -0.1336
H -1.069 0.884 -0.376 0.0781
H -2.600 1.261 0.255 0.0985
H -3.369 -1.134 -0.410 0.0687
H -0.594 -0.713 1.504 0.0664
H -1.295 0.715 2.197 0.0660
H -2.289 -0.692 1.965 0.0680
H -2.765 -0.174 -1.715 0.0631
H -1.691 -1.415 -0.942 0.0671
C 3.261 -0.020 0.021 -0.1807
C 2.128 0.476 -0.825 -0.1752
H 3.273 -1.118 0.097 0.0646
H 4.224 0.130 -0.464 0.0612
H 3.259 0.319 1.055 0.0638
H 2.222 1.537 -1.063 0.0666
H 1.147 0.320 -0.366 0.0393
H 2.031 -0.033 -1.784 0.0661
```

LUMO, eV: 1.11
Frontier orbital gap, eV: 12.48
Net charge: 0
Molar mass, g mol⁻¹: 74.17

***

Tell me which of them is the least stable. Sure, it is a.

***

a:
C5H14 | the ωB97M-V functional and the def2-TZVPD basis

Structure (XYZ):
```
19
Properties=species:S:1:pos:R:3:lowdin_charge:R:1
C 1.630 1.370 1.941 -0.1637
C 1.534 -0.165 1.991 -0.1637
H 0.816 1.878 1.431 0.0533
H 1.677 1.829 2.932 0.0581
H 2.582 1.649 1.486 0.0581
H 1.818 -0.534 2.974 0.0618
H 2.163 -0.603 1.228 0.0516
H 0.493 -0.424 1.806 0.0471
C -1.336 -0.461 -0.828 -0.3118
C -1.963 0.374 -1.949 -0.1369
C -0.030 -1.147 -1.243 -0.1037
H -1.221 0.177 0.042 0.0815
H -2.107 -1.192 -0.589 0.0946
H -2.227 -0.231 -2.820 0.0717
H 0.695 -1.076 -0.437 0.0318
H -0.193 -2.204 -1.451 0.0705
H -1.282 1.148 -2.325 0.0680
H -2.815 0.944 -1.590 0.0617
H 0.403 -0.646 -2.110 0.0700
```

LUMO, eV: 1.18
Frontier orbital gap, eV: 12.55
Net charge: 0
Molar mass, g mol⁻¹: 74.17

***

b:
C5H14 | the ωB97M-V functional and the def2-TZVPD basis

Structure (XYZ):
```
19
Properties=species:S:1:pos:R:3:lowdin_charge:R:1
C 0.426 -1.183 -2.052 -0.3205
C -0.081 0.189 -2.484 -0.1563
C 0.163 -1.255 -0.590 -0.1598
H 1.539 -1.090 -2.179 0.1067
H 0.074 -2.102 -2.638 0.1273
H 0.235 1.032 -1.800 0.0984
H -0.022 0.392 -3.516 0.0435
H -0.417 -2.116 -0.246 0.0711
H -0.572 -0.354 -0.310 0.0970
H -1.154 0.233 -2.528 0.0594
H 0.995 -1.094 0.059 0.0393
C -0.929 1.061 2.701 -0.1784
C 0.512 0.985 2.181 -0.1884
H -1.672 0.886 1.791 0.0978
H -1.087 0.434 3.593 0.0547
H -1.355 1.963 3.161 0.0495
H 0.675 1.695 1.381 0.0485
H 0.871 0.049 1.773 0.0247
H 1.340 1.287 2.915 0.0857
```

LUMO, eV: 1.14
Frontier orbital gap, eV: 12.22
Net charge: 0
Molar mass, g mol⁻¹: 74.17

***

Tell me which of them is the least stable. Sure, it is b.